Entry A
{"formula": "C47H34BCo2F6O7PS", "method": "the ωB97M-V functional and the def2-TZVPD basis", "homo_lumo_gap_ev": 4.3, "e_lumo_ev": -2.30, "homo_ev": -6.6, "total_charge": 0, "symbols": ["C", "C", "C", "C", "C", "B", "C", "C", "C", "C", "F", "F", "F", "C", "C", "C", "F", "F", "F", "C", "O", "C", "C", "O", "S", "H", "H", "H", "H", "H", "H", "H", "H", "H", "H", "H", "H", "O", "C", "Co", "C", "O", "C", "O", "C", "C", "C", "C", "C", "C", "C", "C", "C", "Co", "C", "O", "C", "O", "P", "C", "C", "C", "C", "C", "C", "C", "C", "C", "C", "C", "C", "C", "C", "C", "C", "C", "C", "H", "H", "H", "H", "H", "H", "H", "H", "H", "H", "H", "H", "H", "H", "H", "H", "H", "H", "H", "H", "H", "H"], "positions_angstrom": [[-4.363, 0.280, -6.326], [-3.273, -0.379, -5.578], [-2.740, -1.639, -5.756], [-1.703, -1.959, -4.819], [-1.466, -0.931, -3.936], [-0.472, -0.800, -2.559], [0.782, -0.429, -3.453], [1.078, 0.915, -3.619], [1.997, 1.313, -4.581], [2.198, 2.788, -4.775], [2.846, 3.102, -5.926], [0.994, 3.453, -4.796], [2.916, 3.339, -3.735], [2.670, 0.384, -5.368], [2.397, -0.963, -5.149], [3.016, -2.004, -6.042], [3.317, -3.147, -5.351], [2.153, -2.370, -7.049], [4.161, -1.574, -6.647], [1.494, -1.380, -4.179], [-1.102, 0.248, -1.803], [-2.253, -0.372, -1.209], [-2.149, -1.877, -1.529], [-0.788, -2.080, -1.990], [-2.450, 0.440, -4.285], [-4.762, -0.425, -7.059], [-5.166, 0.586, -5.643], [-3.991, 1.171, -6.846], [-3.096, -2.310, -6.529], [-1.171, -2.900, -4.810], [0.536, 1.663, -3.050], [3.376, 0.700, -6.128], [1.293, -2.435, -4.034], [-2.224, -0.183, -0.117], [-3.185, 0.054, -1.617], [-2.354, -2.491, -0.646], [-2.862, -2.159, -2.318], [-0.188, -3.967, -0.189], [-0.330, -2.929, 0.310], [-0.353, -1.524, 1.355], [0.807, -0.822, 0.209], [1.740, -0.605, -0.439], [-1.991, -1.960, 1.671], [-3.046, -2.373, 1.926], [-0.208, -1.753, 3.166], [0.984, -2.135, 2.469], [1.630, -3.287, 2.052], [3.009, -3.576, 2.375], [3.352, -4.848, 2.904], [4.667, -5.134, 3.245], [5.667, -4.169, 3.039], [5.337, -2.909, 2.517], [4.022, -2.617, 2.179], [0.934, -0.393, 3.093], [2.465, 0.305, 2.653], [3.478, 0.854, 2.474], [0.986, -0.147, 4.825], [1.008, 0.081, 5.965], [-0.395, 1.292, 2.771], [-0.358, 2.249, 1.204], [-1.364, 3.160, 0.857], [-1.343, 3.778, -0.398], [-0.260, 3.576, -1.257], [0.813, 2.788, -0.846], [0.777, 2.155, 0.394], [-2.151, 0.873, 3.074], [-3.136, 0.967, 2.087], [-4.457, 0.617, 2.380], [-4.791, 0.159, 3.656], [-3.801, 0.012, 4.631], [-2.479, 0.362, 4.340], [-0.222, 2.724, 3.928], [-1.310, 3.323, 4.579], [-1.119, 4.448, 5.388], [0.154, 5.006, 5.522], [1.240, 4.427, 4.859], [1.055, 3.290, 4.067], [-0.744, -2.227, 3.962], [1.032, -4.183, 1.868], [2.540, -5.566, 3.051], [4.901, -6.099, 3.700], [6.695, -4.402, 3.305], [6.111, -2.148, 2.395], [3.745, -1.650, 1.749], [-2.172, 3.377, 1.558], [-2.176, 4.413, -0.706], [-0.243, 4.042, -2.243], [1.693, 2.666, -1.476], [1.664, 1.633, 0.750], [-2.892, 1.348, 1.097], [-5.215, 0.695, 1.598], [-5.826, -0.104, 3.885], [-4.048, -0.374, 5.621], [-1.700, 0.248, 5.099], [-2.316, 2.922, 4.462], [-1.974, 4.883, 5.907], [0.299, 5.893, 6.141], [2.237, 4.861, 4.952], [1.908, 2.847, 3.546]], "mulliken_charge": [-1.317, 0.630, -0.743, -1.119, 0.581, 2.633, 1.042, -1.781, 0.326, 0.892, -0.297, -0.253, -0.289, -1.046, 0.122, 0.801, -0.269, -0.269, -0.286, -1.692, -0.210, 1.499, -1.084, -1.169, -0.262, 0.357, 0.258, 0.270, 0.323, 0.484, 0.529, 0.532, 0.665, -2.233, 0.828, 0.787, 0.185, -0.298, -0.655, 1.422, 0.282, -0.517, -0.188, -0.360, -1.690, 1.830, -0.623, 0.338, -0.487, -0.673, -0.388, -0.890, 0.003, 0.870, 0.167, -0.414, -0.058, -0.380, 1.109, 0.171, -0.718, -1.241, -0.042, -0.344, -0.169, 0.913, -0.893, -0.526, -0.910, -0.728, -0.501, 1.407, -0.430, -0.746, -0.615, -0.787, -0.431, 1.030, 0.560, 0.383, 0.375, 0.388, 0.420, 0.362, 0.605, 0.427, 0.378, 0.512, -0.080, -0.001, 0.432, 0.372, 0.441, 0.394, 0.271, 0.426, 0.381, 0.432, 0.255]}



Entry B
{"formula": "C47H34BCo2F6O7PS", "method": "the ωB97M-V functional and the def2-TZVPD basis", "homo_lumo_gap_ev": 3.8, "e_lumo_ev": -2.63, "homo_ev": -6.4, "total_charge": 0, "symbols": ["C", "C", "C", "C", "C", "B", "C", "C", "C", "C", "F", "F", "F", "C", "C", "C", "F", "F", "F", "C", "O", "C", "C", "O", "S", "H", "H", "H", "H", "H", "H", "H", "H", "H", "H", "H", "H", "O", "C", "Co", "C", "O", "C", "O", "C", "C", "C", "C", "C", "C", "C", "C", "C", "Co", "C", "O", "C", "O", "P", "C", "C", "C", "C", "C", "C", "C", "C", "C", "C", "C", "C", "C", "C", "C", "C", "C", "C", "H", "H", "H", "H", "H", "H", "H", "H", "H", "H", "H", "H", "H", "H", "H", "H", "H", "H", "H", "H", "H", "H"], "positions_angstrom": [[4.192, 6.746, -3.330], [2.940, 6.007, -3.030], [1.664, 6.238, -3.517], [0.727, 5.199, -3.165], [1.313, 4.170, -2.465], [0.742, 2.643, -2.182], [0.889, 1.965, -3.672], [1.995, 1.197, -3.975], [2.036, 0.491, -5.176], [3.141, -0.509, -5.351], [3.342, -0.882, -6.642], [4.336, -0.044, -4.869], [2.871, -1.661, -4.643], [1.052, 0.637, -6.146], [0.002, 1.497, -5.858], [-1.097, 1.720, -6.862], [-2.330, 1.473, -6.314], [-1.130, 3.017, -7.310], [-0.989, 0.925, -7.963], [-0.085, 2.159, -4.631], [1.545, 2.009, -1.177], [0.824, 2.208, 0.031], [-0.520, 2.879, -0.347], [-0.618, 2.886, -1.759], [2.952, 4.571, -2.045], [3.951, 7.708, -3.799], [4.773, 6.916, -2.412], [4.824, 6.167, -4.023], [1.423, 7.098, -4.141], [-0.310, 5.227, -3.477], [2.848, 1.171, -3.305], [1.082, 0.068, -7.069], [-0.893, 2.863, -4.449], [0.653, 1.219, 0.494], [1.393, 2.834, 0.746], [-1.384, 2.288, -0.009], [-0.578, 3.885, 0.116], [-3.986, 1.153, -0.573], [-3.212, 0.622, 0.108], [-2.131, -0.288, 1.136], [-2.119, -1.278, -0.346], [-2.215, -1.698, -1.428], [-1.643, 1.193, 1.888], [-1.465, 2.141, 2.539], [-2.252, -0.721, 2.917], [-3.215, -1.394, 2.110], [-4.558, -1.334, 1.840], [-5.233, -2.337, 1.082], [-6.656, -2.369, 1.062], [-7.326, -3.123, 0.101], [-6.595, -3.851, -0.858], [-5.205, -3.966, -0.733], [-4.541, -3.270, 0.273], [-1.608, -2.316, 2.395], [-1.307, -3.641, 1.264], [-1.032, -4.599, 0.660], [-1.771, -3.286, 3.855], [-1.765, -3.960, 4.800], [0.447, -1.772, 2.764], [1.490, -1.422, 1.295], [2.818, -0.995, 1.464], [3.577, -0.630, 0.348], [3.020, -0.682, -0.932], [1.725, -1.160, -1.100], [1.005, -1.629, -0.002], [0.592, -0.334, 3.898], [1.286, 0.829, 3.553], [1.300, 1.922, 4.426], [0.568, 1.891, 5.614], [-0.124, 0.728, 5.966], [-0.081, -0.395, 5.134], [1.507, -3.012, 3.628], [2.220, -2.728, 4.803], [3.046, -3.698, 5.383], [3.162, -4.963, 4.803], [2.435, -5.260, 3.646], [1.620, -4.290, 3.055], [-2.288, -0.343, 3.920], [-5.146, -0.522, 2.278], [-7.195, -1.786, 1.817], [-8.420, -3.160, 0.097], [-7.112, -4.371, -1.664], [-4.632, -4.607, -1.407], [-3.479, -3.443, 0.467], [3.252, -0.954, 2.467], [4.603, -0.287, 0.479], [3.605, -0.375, -1.801], [1.280, -1.193, -2.095], [0.065, -2.165, -0.157], [1.842, 0.877, 2.617], [1.876, 2.808, 4.153], [0.532, 2.772, 6.261], [-0.694, 0.685, 6.895], [-0.594, -1.315, 5.436], [2.149, -1.743, 5.263], [3.603, -3.455, 6.289], [3.816, -5.714, 5.249], [2.507, -6.248, 3.191], [1.079, -4.525, 2.135]], "mulliken_charge": [-1.227, 0.552, -0.631, -1.164, 0.420, 1.324, 0.051, -0.693, 0.207, 0.954, -0.299, -0.271, -0.267, -1.281, 0.393, 0.773, -0.268, -0.268, -0.295, -1.068, -0.093, 1.596, -0.130, -0.754, -0.310, 0.339, 0.305, 0.229, 0.333, 0.418, 0.743, 0.550, 0.346, -1.418, 0.163, -0.473, 0.186, -0.283, -0.382, 2.083, -0.087, -0.382, 0.227, -0.387, -0.906, 0.755, -1.521, 0.954, -0.766, -0.519, -0.429, -0.792, 0.230, 1.603, -0.192, -0.378, -0.255, -0.332, 0.874, 0.257, -0.735, -1.169, -0.317, -0.098, -0.877, 0.697, -0.476, -0.555, -0.816, -0.704, -0.670, 1.225, -0.164, -0.693, -0.612, -0.751, -0.465, 1.004, 0.510, 0.393, 0.382, 0.389, 0.431, 0.036, 0.615, 0.418, 0.419, 0.527, 0.140, 0.105, 0.418, 0.376, 0.423, 0.506, 0.295, 0.418, 0.381, 0.412, 0.242]}



Energy relative to the most stable one, in kcal/mol: entry A 10.1; entry B 0.0



Entry A
{"formula": "C2HClFN", "method": "the ωB97M-V functional and the def2-TZVPD basis", "smiles": "N#C[C@H](F)Cl", "homo_lumo_gap_ev": 11.7, "e_lumo_ev": -0.41, "homo_ev": -12.1, "total_charge": 0, "symbols": ["C", "C", "H", "N", "F", "Cl"], "positions_angstrom": [[-0.194, 0.338, -0.058], [0.621, -0.532, 0.658], [-0.538, 1.219, 0.329], [1.038, -1.518, 1.147], [-1.338, -0.462, -0.310], [0.411, 0.956, -1.766]], "nbo_charge": [0.170, 0.177, 0.223, -0.181, -0.322, -0.067]}



Entry B
{"formula": "C2HClFN", "method": "the ωB97M-V functional and the def2-TZVPD basis", "smiles": "N#C[C@H](F)Cl", "homo_lumo_gap_ev": 12.6, "e_lumo_ev": 0.43, "homo_ev": -12.2, "total_charge": 0, "symbols": ["C", "C", "H", "N", "F", "Cl"], "positions_angstrom": [[0.366, 0.227, 0.155], [-0.960, -0.378, -0.299], [0.326, 0.379, 1.250], [-2.000, -0.879, -0.337], [0.480, 1.443, -0.454], [1.786, -0.792, -0.314]], "nbo_charge": [0.136, 0.206, 0.227, -0.250, -0.315, -0.004]}



Energy relative to the most stable one, in kcal/mol: entry A 13.2; entry B 0.0



Entry A
{"formula": "C4H6N4", "method": "the ωB97M-V functional and the def2-TZVPD basis", "smiles": "N#CNCCN=C=N", "homo_lumo_gap_ev": 10.2, "e_lumo_ev": 0.64, "homo_ev": -9.5, "total_charge": 0, "symbols": ["C", "C", "C", "C", "N", "N", "N", "N", "H", "H", "H", "H", "H", "H"], "positions_angstrom": [[-1.907, 0.681, 0.013], [-0.022, -1.688, 0.016], [1.567, 0.101, -0.317], [0.505, 1.059, 0.221], [-3.104, 0.834, 0.005], [-1.019, -2.261, 0.031], [1.218, -1.236, 0.123], [-0.742, 0.588, -0.275], [1.592, 0.174, -1.414], [2.553, 0.350, 0.081], [0.529, 1.064, 1.318], [0.697, 2.076, -0.143], [-3.783, 0.208, 0.391], [1.917, -1.949, -0.050]], "nbo_charge": [0.704, 0.429, -0.204, -0.223, -0.721, -0.406, -0.659, -0.550, 0.190, 0.208, 0.200, 0.211, 0.408, 0.413]}



Entry B
{"formula": "C4H6N4", "method": "the ωB97M-V functional and the def2-TZVPD basis", "smiles": "[H]/N=C/C#C.[H]/N=N\\N=C", "homo_lumo_gap_ev": [7.7, 7.7], "e_lumo_ev": [-0.27, -0.27], "homo_ev": [-8.0, -8.0], "total_charge": 0, "symbols": ["C", "N", "C", "C", "H", "H", "H", "C", "N", "N", "N", "H", "H", "H"], "positions_angstrom": [[0.258, 1.153, -1.447], [0.698, 0.073, -1.951], [-0.412, 1.173, -0.180], [-1.284, 1.799, 0.468], [1.012, 0.170, -2.913], [0.244, 2.114, -1.969], [-1.853, 1.796, 1.370], [-0.813, -0.986, 1.667], [1.113, -1.237, 0.919], [0.141, -0.417, 0.939], [1.867, -1.719, 0.081], [1.605, -1.443, -0.885], [-0.733, -1.740, 2.448], [-1.844, -0.735, 1.455]], "nbo_charge": [0.080, -0.651, -0.076, -0.261, 0.352, 0.197, 0.217, -0.076, 0.017, -0.208, -0.318, 0.331, 0.203, 0.194]}



Entry C
{"formula": "C4H6N4", "method": "the ωB97M-V functional and the def2-TZVPD basis", "smiles": "C=C1C=NN=CN1N", "homo_lumo_gap_ev": 8.1, "e_lumo_ev": -0.14, "homo_ev": -8.2, "total_charge": 0, "symbols": ["C", "C", "C", "C", "H", "H", "H", "H", "H", "H", "N", "N", "N", "N"], "positions_angstrom": [[-0.811, -1.498, 0.023], [-1.465, 1.084, -0.456], [-0.049, 0.737, -0.274], [1.020, 1.525, 0.211], [1.752, -1.325, 0.850], [1.748, -1.542, -0.871], [-0.581, -2.582, -0.009], [-1.758, 2.218, -0.390], [0.885, 2.630, 0.825], [2.051, 1.036, 0.390], [1.588, -0.929, -0.149], [0.215, -0.628, -0.394], [-2.058, -1.112, 0.241], [-2.539, 0.386, 0.002]], "nbo_charge": [0.212, 0.022, 0.058, -0.474, 0.365, 0.368, 0.208, 0.217, 0.223, 0.247, -0.645, -0.291, -0.344, -0.166]}



Entry D
{"formula": "C4H6N4", "method": "the ωB97M-V functional and the def2-TZVPD basis", "smiles": "[H]/N=c1/cc[nH]n1N=C", "homo_lumo_gap_ev": 8.4, "e_lumo_ev": 0.72, "homo_ev": -7.6, "total_charge": 0, "symbols": ["C", "C", "C", "C", "H", "H", "H", "H", "H", "H", "N", "N", "N", "N"], "positions_angstrom": [[1.615, 0.054, -1.725], [-1.989, 0.338, 0.845], [-0.902, 0.149, 1.751], [0.363, -0.202, 0.939], [2.152, 0.276, -0.734], [2.147, 0.149, -2.767], [-2.005, 0.184, -1.318], [-2.994, 0.641, 0.810], [-0.916, -0.105, 2.867], [2.189, -0.886, 0.600], [0.394, -0.279, -1.712], [-0.179, -0.172, -0.411], [-1.429, 0.401, -0.379], [1.553, -0.547, 1.236]], "nbo_charge": [-0.098, 0.013, -0.384, 0.398, 0.196, 0.203, 0.409, 0.227, 0.247, 0.350, -0.243, -0.158, -0.379, -0.780]}



Energy relative to the most stable one, in kcal/mol: entry A 0.0; entry B 140.0; entry C 90.2; entry D 65.4